Here is a structure of composition C17H27ClFHfN2O6P3Si from the OMol25 dataset. Energies are from wB97M-V/def2-TZVPD.

Its total charge is +4. As for the energy above the lowest of the compared OMol25 structures with the same formula, charge and spin: 1.4688 eV. For the molecular weight, the calculation gives 709.360 g/mol. For the HOMO-LUMO gap, the calculation gives 2.252 eV. Its total energy is -3144.780250 hartree.

Each line ends with the natural charge from an NBO analysis.
Positions of all 59 atoms, in Å:
1 C 3.7963 1.8951 1.7483  -1.141
2 Si 4.2278 0.4780 0.5796  1.804
3 C 4.8511 -1.0005 1.5954  -1.073
4 C 5.6046 1.0603 -0.5625  -1.131
5 O 2.8366 -0.0768 -0.2851  -0.805
6 C 2.4454 0.7248 -1.3247  -0.026
7 C 1.2922 -0.0030 -2.0994  -0.507
8 C -0.0272 0.3343 -1.5762  0.310
9 C -0.6484 1.5490 -1.8815  -0.439
10 P 0.2128 2.6662 -3.0166  1.382
11 O -0.3783 2.8723 -4.3698  -0.956
12 C -1.9128 1.8622 -1.3676  -0.278
13 P -2.8977 3.3488 -1.6561  1.418
14 O -2.0067 4.5092 -2.2807  -0.941
15 Cl -3.4000 4.0657 0.1529  -0.070
16 C -2.5766 0.8222 -0.5490  0.283
17 C -3.9350 0.9526 -0.0202  -0.837
18 P -3.9338 1.1490 1.8438  2.351
19 O -4.6118 0.0051 2.4460  -0.948
20 O -2.4261 1.1864 2.3398  -0.994
21 O -4.6560 2.4975 2.1985  -0.960
22 C -1.9218 -0.3649 -0.2426  0.129
23 N -2.5825 -1.2541 0.5327  -0.329
24 C -1.9379 -2.3636 0.8453  0.308
25 C -2.6092 -3.3458 1.7339  -0.467
26 C -2.0031 -4.7503 1.6891  -0.454
27 C -2.0279 -5.3911 0.2995  0.056
28 F -0.8264 -6.0071 0.0809  -0.338
29 C -0.6313 -2.5884 0.3251  0.136
30 N 0.0144 -1.7545 -0.4739  -0.289
31 C -0.6615 -0.6281 -0.7265  0.084
32 H 2.7263 2.0157 1.9091  0.227
33 H 4.2968 1.7019 2.6913  0.284
34 H 4.1757 2.8411 1.3660  0.244
35 H 5.7950 -1.2995 1.1524  0.267
36 H 4.9842 -0.6416 2.6089  0.262
37 H 4.1206 -1.8028 1.5530  0.251
38 H 5.7199 0.3468 -1.3780  0.249
39 H 6.5171 1.1481 0.0152  0.293
40 H 5.3252 2.0167 -1.0105  0.207
41 H 3.2430 0.9073 -2.0579  0.203
42 H 2.0960 1.7193 -0.9643  0.133
43 H 1.4444 -1.0740 -2.1145  0.335
44 H 1.3128 0.3225 -3.1479  0.221
45 H 0.3248 4.0056 -2.3878  -0.083
46 H 1.6504 2.2525 -3.2327  -0.157
47 H -1.3863 4.8953 -1.6414  0.522
48 H -4.5387 1.6943 -0.5314  0.291
49 H -4.4131 -0.0108 -0.1868  0.363
50 H -2.4097 0.6631 3.1594  0.552
51 H -4.7916 2.4969 3.1643  0.557
52 H -3.6725 -3.3616 1.5023  0.275
53 H -2.5433 -2.9486 2.7510  0.286
54 H -0.9732 -4.6875 2.0396  0.224
55 H -2.5093 -5.3517 2.4349  0.270
56 H -2.1776 -4.6295 -0.4743  0.128
57 H -2.8318 -6.1189 0.2526  0.218
58 H -0.1299 -3.5086 0.5869  0.270
59 Hf 1.9755 3.9574 -4.0379  1.830